No. 1
43
Properties=species:S:1:pos:R:3:forces:R:3 method="wB97M-V/def2-TZVPD" relative_energy_kcal_mol=54.66 homo_lumo_gap_ev="6.3 / 6.3" mol_weight_g_mol=584.3 lumo_energy_ha="-0.0692 / -0.0670"
Rh -0.40169 0.17354 -0.19217 -0.5 1.4 -4.0
I -1.43969 -2.03066 -1.36687 1.1 -0.6 -0.2
C 0.21111 -1.97716 -2.75337 -0.5 -0.5 0.0
C 0.23031 -2.87576 -3.78497 -0.4 0.2 0.5
C 1.34991 -2.93216 -4.62427 0.4 0.1 -0.2
C 2.41801 -2.10436 -4.41577 -0.2 -0.3 0.0
C 2.40221 -1.15356 -3.37807 -0.2 0.1 0.3
C 3.49041 -0.28716 -3.13987 0.1 0.2 0.0
C 3.42551 0.68364 -2.17747 0.0 0.0 -0.4
C 2.25081 0.85164 -1.42427 -0.3 -0.3 0.0
C 1.21721 -0.04166 -1.55997 -0.3 0.3 2.4
C 1.25711 -1.06326 -2.52997 0.0 0.1 0.1
H -0.60779 -3.53236 -3.95487 -0.1 -0.1 0.0
H 1.36401 -3.64566 -5.43227 0.0 -0.1 -0.1
H 3.29461 -2.18016 -5.04037 0.1 0.0 -0.1
H 4.36431 -0.38196 -3.76797 0.1 0.0 0.0
H 4.26101 1.34784 -2.01047 0.1 0.1 -0.1
H 2.15971 1.69164 -0.74537 0.1 -0.1 0.1
C -0.51859 -2.30646 3.77423 -0.2 0.0 -0.1
C -1.56859 -1.91286 2.73893 0.6 -0.5 0.0
N -2.02959 -0.55166 2.92573 -0.2 0.7 -0.6
C -1.34449 0.53044 2.52253 -0.8 0.4 1.4
S 0.29301 0.35284 2.03113 0.8 -0.2 -1.1
N -1.87809 1.73964 2.72203 -0.1 -1.0 -0.4
C -1.27339 2.97284 2.23603 0.6 0.5 -0.2
C -0.13189 3.42224 3.14173 -0.2 0.0 0.0
H -0.22669 -3.33946 3.60803 0.1 -0.1 0.1
H -0.92339 -2.20556 4.77813 0.0 -0.1 0.1
H 0.36281 -1.67526 3.68793 0.0 -0.1 0.0
H -2.43579 -2.56686 2.82213 0.0 0.1 0.0
H -1.14979 -2.02916 1.73003 -0.2 0.0 0.2
H -3.00679 -0.42936 3.14493 0.0 0.1 0.0
H -2.87529 1.76394 2.88203 0.0 0.0 0.0
H -2.05059 3.73664 2.22113 -0.1 -0.1 0.0
H -0.92369 2.83624 1.20373 -0.2 0.0 0.4
H -0.49759 3.59254 4.15193 0.0 0.0 0.1
H 0.28511 4.35204 2.76363 0.1 0.1 0.0
H 0.64991 2.66704 3.16943 0.0 0.1 0.0
O -2.99409 2.73664 -1.63767 0.0 0.1 -0.1
S -2.05389 1.74024 -1.24147 -1.2 0.7 0.3
O -1.69049 0.75384 -2.27607 0.8 -0.4 0.3
O -0.74679 2.33234 -0.76277 1.1 -0.6 0.6
O -2.51829 0.94454 -0.03907 -0.2 -0.2 0.6

No. 2
75
Properties=species:S:1:pos:R:3:forces:R:3 method="wB97M-V/def2-TZVPD" charge=+1 relative_energy_kcal_mol=36.73 spin_multiplicity=4 homo_lumo_gap_ev="8.2 / 8.2" mol_weight_g_mol=428.5 lumo_energy_ha="-0.1327 / -0.1382"
V -1.69589 1.80998 0.07811 2.2 -1.2 -0.2
O 0.13279 1.00306 -0.11462 -0.5 0.2 0.1
H 0.87182 1.35930 -0.61369 -0.3 0.7 0.0
C -0.26741 6.18071 -1.18302 0.9 0.9 -0.5
C -0.00193 4.70477 -1.36595 -0.2 -0.1 0.3
C 1.27379 4.25033 -0.68660 -0.3 0.2 -1.1
O -1.14352 3.97450 -0.77140 -0.4 -0.7 0.3
H 0.66038 6.76359 -1.24785 0.2 -0.4 0.1
H -0.65459 6.42479 -0.19456 -0.4 -0.1 -0.1
H -0.81479 6.63104 -2.01424 -0.7 -0.3 0.3
H 0.00793 4.44334 -2.42615 0.1 0.0 0.0
H 1.40914 3.18313 -0.83175 -0.1 -0.1 0.6
H 1.29021 4.59972 0.34061 0.2 -0.3 0.2
H 2.08756 4.68039 -1.27540 0.1 0.3 0.3
H -1.93221 4.50048 -0.94723 0.1 0.1 0.0
C 3.61458 0.69708 -1.93475 0.5 0.8 -0.1
C 2.84000 -0.58706 -1.97903 -0.1 -1.3 0.1
C 3.75262 -1.79601 -2.12427 0.0 -0.2 -0.2
O 2.12556 -0.82732 -0.76138 -0.1 0.0 0.3
H 4.47616 0.61489 -1.26737 -0.2 -0.1 0.2
H 3.02102 1.55258 -1.59711 -0.1 -0.1 0.0
H 4.05191 0.98391 -2.89444 -0.3 -0.2 -0.2
H 2.12580 -0.66671 -2.80982 0.0 0.5 0.0
H 4.33651 -1.72360 -3.04359 0.1 0.0 0.1
H 3.16915 -2.71709 -2.17899 -0.1 0.1 -0.1
H 4.41254 -1.91641 -1.26419 0.1 0.3 0.0
H 1.41525 -0.17999 -0.62000 0.1 0.1 -0.1
C 1.95575 -0.94851 3.57133 0.4 0.1 -0.2
C 0.84823 0.08219 3.55724 0.1 0.7 0.2
C 0.57523 0.66731 4.93095 -0.2 0.4 0.3
O 1.22539 1.20116 2.73219 -0.2 -0.2 -0.1
H 2.19805 -1.34016 2.57870 -0.5 -0.3 0.1
H 1.72748 -1.73035 4.29662 0.1 -0.2 -0.2
H 2.89875 -0.46957 3.85217 -0.2 0.1 0.4
H -0.11942 -0.29564 3.19928 0.3 -0.3 -0.2
H -0.08916 1.52381 4.78816 0.0 0.0 0.1
H 1.46402 1.03937 5.44443 0.2 -0.1 -0.3
H 0.08331 -0.01879 5.62265 0.0 -0.2 -0.2
H 1.24044 0.89689 1.81402 -0.1 0.1 0.0
C 0.21665 -4.02133 -1.09057 -0.3 0.2 0.0
C 0.10445 -3.56394 0.36250 0.0 -0.1 -0.8
C 1.36540 -3.84766 1.12666 1.0 -0.5 0.1
O -0.18957 -2.15344 0.36202 -0.2 0.4 0.3
H -0.00163 -5.07752 -1.24337 0.1 -0.1 0.2
H 1.21321 -3.79696 -1.47369 0.0 0.0 -0.1
H -0.52164 -3.45263 -1.65887 0.1 -0.1 -0.2
H -0.77393 -4.02790 0.81257 0.1 0.0 0.2
H 1.27836 -3.62807 2.18920 0.1 0.2 -0.1
H 2.22756 -3.33945 0.67305 -0.4 0.6 0.2
H 1.74947 -4.87040 1.03036 -0.8 -0.2 0.1
H 0.59643 -1.63767 0.11617 0.1 -0.5 0.0
C -2.56239 -1.37396 -2.51333 0.1 -0.2 0.1
C -1.56930 -0.23646 -2.38643 -0.4 -0.2 -1.0
C -1.10672 0.20734 -3.76829 -0.2 -0.3 0.0
O -2.24345 0.90844 -1.74240 -0.3 -0.1 0.3
H -2.88362 -1.76505 -1.54641 -0.2 0.2 0.0
H -2.11627 -2.23061 -3.02137 0.2 0.2 -0.1
H -3.39669 -1.05286 -3.14480 -0.2 -0.1 0.2
H -0.72044 -0.54522 -1.78739 -0.1 0.4 0.4
H -0.82589 1.25805 -3.77797 0.5 -0.1 0.1
H -1.88564 0.10249 -4.52960 -0.2 0.0 0.2
H -0.31669 -0.48427 -4.06402 0.3 0.4 -0.2
H -3.16688 0.86769 -2.02222 0.0 0.1 -0.1
C -3.32466 -2.13769 1.59780 0.3 0.3 0.8
C -3.31845 -0.62797 1.47442 0.3 -0.5 -0.9
C -3.72348 0.11017 2.72508 -0.1 -0.2 0.1
O -1.97497 -0.21031 1.11239 -0.3 1.5 -0.1
H -2.58878 -2.39219 2.36787 0.1 -0.1 -0.2
H -3.04061 -2.58787 0.65048 -0.1 -0.3 0.0
H -4.26980 -2.51039 1.98895 -0.2 0.0 -0.4
H -3.94026 -0.36303 0.60414 -0.2 0.2 0.3
H -3.37667 1.14482 2.67425 -0.1 0.0 0.2
H -3.29420 -0.37509 3.60304 0.2 0.2 0.0
H -4.80326 0.08338 2.87055 0.0 0.1 -0.2
H -1.38808 -0.92355 0.77013 -0.1 -0.3 0.2

No. 3
74
Properties=species:S:1:pos:R:3:forces:R:3 method="wB97M-V/def2-TZVPD" smiles="CCOc1cc(CCCS)c2c(c1)C(=O)c1cc(OC[C@@H](C)O)c(N)cc1C2=O.c1cc[nH]c1.c1cc[nH]c1" relative_energy_kcal_mol=23.97 homo_lumo_gap_ev=7.4 mol_weight_g_mol=549.7 lumo_energy_ha=-0.0252
C 3.08739 -5.54371 3.44651 0.3 0.1 0.1
C 3.41669 -4.43479 2.47335 0.2 -0.2 0.1
O 2.63018 -4.60869 1.29725 -0.3 0.1 0.0
C 2.45692 -3.52120 0.50151 0.0 0.1 -0.3
C 1.19830 -3.35487 -0.08625 0.1 0.3 -0.3
C 0.92434 -2.29300 -0.94841 0.2 -0.2 0.1
C -0.44490 -2.09442 -1.55726 0.1 -0.1 0.0
C -1.46880 -3.19215 -1.31077 -0.2 0.1 -0.1
C -2.83803 -2.79099 -1.85524 0.5 0.4 -0.3
S -3.69971 -1.51102 -0.91420 -0.5 0.0 0.4
C 1.94616 -1.36278 -1.19726 0.4 -0.1 0.3
C 3.20464 -1.52524 -0.59557 -0.4 -0.3 0.1
C 3.47599 -2.61061 0.23370 -0.1 0.1 -0.1
C 4.26186 -0.49419 -0.82353 -0.3 0.1 -0.1
O 5.43736 -0.75708 -0.86440 0.3 0.0 0.3
C 3.73418 0.89211 -0.97076 -0.3 0.3 -0.1
C 4.44396 1.99456 -0.51161 -0.3 0.0 -0.2
C 3.87800 3.26664 -0.61498 -0.1 -0.3 0.0
O 4.55724 4.36802 -0.16069 -0.3 -0.1 0.0
C 4.85952 4.37978 1.23235 0.2 0.0 0.3
C 3.66197 4.77646 2.10922 0.2 -0.1 0.0
C 2.80670 3.58312 2.54630 -0.1 -0.1 -0.3
O 4.14346 5.51828 3.22477 -0.1 0.0 -0.1
C 2.61862 3.44512 -1.22321 0.2 -0.1 -0.1
N 2.01441 4.73293 -1.36211 -0.2 -0.3 0.1
C 1.93866 2.33173 -1.71302 0.4 -0.1 0.0
C 2.48125 1.05642 -1.57871 0.3 0.3 0.3
C 1.75823 -0.15887 -2.05638 0.2 0.1 0.3
O 1.08546 -0.13668 -3.05736 -0.4 0.1 -0.2
H 2.01885 -5.61976 3.62903 -0.1 0.0 -0.1
H 3.48246 -6.49751 3.10169 -0.2 -0.1 -0.1
H 3.58762 -5.31893 4.39058 -0.1 0.0 0.0
H 4.48055 -4.48277 2.22357 0.0 0.1 0.0
H 3.21218 -3.45825 2.91939 -0.1 0.1 -0.1
H 0.42123 -4.07087 0.13335 0.1 -0.1 0.1
H -0.31916 -1.97850 -2.63432 -0.1 0.1 0.0
H -0.82535 -1.13604 -1.19228 0.0 0.0 0.0
H -1.16070 -4.07877 -1.87087 0.1 -0.2 0.2
H -1.57714 -3.43409 -0.25475 0.1 -0.1 0.1
H -3.52815 -3.63073 -1.87147 -0.1 0.0 0.1
H -2.70917 -2.45095 -2.88375 -0.2 0.0 -0.1
H -2.86288 -0.46988 -0.95076 0.2 -0.1 -0.3
H 4.46761 -2.72045 0.65249 0.0 0.0 0.0
H 5.42617 1.85694 -0.07835 0.0 0.0 0.0
H 5.24882 3.40710 1.54827 0.0 0.0 0.0
H 5.64873 5.11475 1.37018 -0.1 0.1 -0.1
H 3.06151 5.46968 1.51932 0.0 0.1 0.0
H 2.95201 3.36209 3.60420 0.0 0.0 0.0
H 1.74341 3.75860 2.38985 0.0 0.1 0.1
H 3.06169 2.68194 1.98786 0.0 0.0 0.0
H 4.25396 4.91481 3.96424 0.0 0.0 0.1
H 2.41302 5.24428 -2.13785 0.0 0.1 0.0
H 2.15254 5.27905 -0.52418 0.2 0.2 0.0
H 0.97975 2.47263 -2.19224 0.0 0.0 0.0
C -3.83863 2.52366 -0.52518 0.0 -0.1 0.0
C -4.15595 2.56607 -1.91021 0.0 0.0 0.0
C -3.14906 3.25237 -2.53601 0.0 0.0 0.0
N -2.23769 3.62248 -1.58638 0.0 0.0 0.0
C -2.64850 3.18332 -0.35961 0.0 0.0 0.1
H -4.41460 2.06094 0.25922 0.0 0.0 0.0
H -5.02139 2.14095 -2.38978 0.0 0.0 0.0
H -3.00415 3.50413 -3.57250 0.0 0.0 0.0
H -1.39335 4.13798 -1.76134 0.0 0.0 0.0
H -2.06354 3.37448 0.52386 0.0 0.0 0.0
C -8.74975 -3.00190 1.19220 0.0 0.0 0.0
C -9.08004 -2.94271 -0.18927 0.0 0.0 0.0
C -8.09918 -2.21603 -0.81121 0.0 0.0 0.0
N -7.19279 -1.83621 0.13825 0.0 0.0 0.0
C -7.57982 -2.30918 1.36053 0.0 0.0 0.0
H -9.30624 -3.49621 1.97064 0.0 0.0 0.0
H -9.93768 -3.38284 -0.66963 0.0 0.0 0.0
H -7.96908 -1.94018 -1.84349 0.0 0.0 0.0
H -6.36596 -1.29414 -0.03801 0.1 -0.1 0.0
H -6.99220 -2.11629 2.24145 0.0 0.0 0.0

No. 4
89
Properties=species:S:1:pos:R:3:forces:R:3 method="wB97M-V/def2-TZVPD" smiles="CCOCCOCC1=C(B(O)O)C(=O)C(Br)=C(B(N)O)C1=O.COC[C@@H](C)N.COC[C@@H](C)N.COC[C@@H](C)N" homo_lumo_gap_ev=7.2 mol_weight_g_mol=643.2 lumo_energy_ha=-0.0689
C -3.87129 4.27623 -4.10587 -0.3 0.0 -0.8
C -3.38710 3.24934 -5.26870 0.4 1.4 0.1
O -2.81679 2.02831 -4.75409 -2.1 0.1 -0.8
C -3.87440 1.12192 -4.30001 1.4 -0.1 1.4
C -3.09199 -0.24036 -3.86625 -0.3 0.7 -2.1
O -1.74171 0.15969 -3.54393 -0.7 -1.4 1.6
C -1.16852 -0.64204 -2.49697 0.9 0.2 1.1
C 0.13983 0.16453 -1.99983 1.7 -0.3 -1.2
C 1.27682 0.19222 -2.84230 -1.2 1.1 2.9
B 1.41355 -0.56495 -4.27778 0.1 -0.7 -1.5
O 0.92646 -0.03018 -5.53132 1.8 -0.3 2.3
O 2.04346 -1.85678 -4.28011 -0.2 2.6 0.2
C 2.52307 1.02929 -2.35121 1.3 0.4 -1.9
O 3.42398 1.26724 -3.19627 -2.5 -0.8 2.7
C 2.62879 1.59762 -0.87196 -2.5 -0.4 1.0
Br 4.39367 2.37646 -0.37642 -1.7 -0.9 -0.7
C 1.50559 1.56863 0.01456 1.9 -0.4 -3.1
B 1.56704 2.15669 1.53341 -0.9 -0.7 1.8
N 2.25898 3.41211 1.95669 -0.6 -1.3 -1.8
O 0.90819 1.37055 2.56213 0.1 1.9 -2.0
C 0.15988 0.93093 -0.60087 -2.1 0.1 1.3
O -0.91011 1.04219 0.05836 3.7 -0.4 -2.3
H -3.05081 5.04548 -3.90440 -1.1 -1.2 -0.1
H -4.78652 4.83950 -4.50467 1.3 -0.7 0.7
H -4.17364 3.74985 -3.14502 0.5 0.7 -1.2
H -2.54400 3.80016 -5.82120 -1.1 -1.1 0.7
H -4.21881 3.07413 -6.04037 1.0 0.0 1.2
H -4.29745 1.60981 -3.35246 0.1 -0.9 -1.4
H -4.65299 0.92036 -5.10496 0.9 0.3 1.0
H -3.01929 -0.87254 -4.83072 -0.2 0.6 1.6
H -3.63002 -0.81599 -3.04603 0.7 0.8 -0.9
H -1.88611 -0.83104 -1.61427 1.0 0.6 -1.3
H -0.84333 -1.69451 -2.84702 -0.3 1.6 0.2
H 1.47528 0.76684 -5.74029 -1.0 -0.6 0.3
H 2.85470 -1.74093 -3.73660 -0.8 -0.6 -0.1
H 2.29137 4.01456 1.11001 0.6 -0.4 0.9
H 3.22662 3.11785 2.18750 -0.7 0.6 0.1
H 0.24093 1.96372 2.98676 1.1 -0.6 0.0
C -2.23896 -2.38269 6.72180 0.2 -0.2 -0.3
O -2.13031 -1.74084 5.46217 -0.3 0.3 0.2
C -2.32287 -0.33026 5.49988 0.1 0.1 -0.3
C -1.07298 0.47099 5.91674 0.1 -0.4 0.2
C -0.79256 0.42485 7.41581 0.0 0.2 0.1
N 0.12396 0.02105 5.19375 -0.3 -0.1 -0.1
H -2.98532 -1.90742 7.36411 0.1 0.1 0.0
H -1.26623 -2.40397 7.21814 -0.1 0.0 0.2
H -2.54113 -3.41796 6.54729 0.0 0.1 -0.1
H -2.57965 -0.04332 4.47520 0.1 -0.1 0.0
H -3.19084 -0.07409 6.12013 0.1 -0.1 0.1
H -1.25549 1.51961 5.65535 -0.1 -0.1 -0.1
H -0.36205 -0.52585 7.73397 0.0 0.1 0.0
H -0.07656 1.20426 7.69121 0.0 -0.1 -0.1
H -1.70631 0.59689 7.99160 0.0 0.0 0.0
H -0.03400 0.14188 4.19548 0.2 0.0 0.1
H 0.18204 -0.99155 5.30692 0.0 0.2 0.1
C -0.48741 0.43473 -11.75988 -0.3 0.2 0.0
O -1.16929 0.29581 -10.52474 0.3 -0.3 0.0
C -0.39074 -0.28425 -9.48192 -0.2 0.1 0.3
C 0.53897 0.70721 -8.75437 0.0 0.1 -0.4
C 1.79217 1.06326 -9.55012 0.2 0.0 0.0
N -0.16544 1.94497 -8.39461 -0.2 -0.2 0.0
H 0.21714 -0.38261 -11.93640 0.1 0.0 0.1
H 0.02683 1.39721 -11.79925 0.2 -0.1 -0.1
H -1.23262 0.42798 -12.55860 0.0 -0.1 0.1
H -1.11459 -0.66165 -8.75297 0.0 0.1 -0.1
H 0.16156 -1.15742 -9.85072 0.1 0.1 -0.1
H 0.87122 0.22419 -7.83128 -0.2 -0.1 -0.1
H 1.58895 1.76011 -10.36525 -0.1 -0.1 0.0
H 2.52991 1.54253 -8.90001 -0.1 0.0 0.0
H 2.25589 0.16766 -9.97263 0.0 0.0 0.0
H -0.94746 1.70905 -7.78551 0.2 0.1 0.1
H -0.61669 2.29331 -9.24103 0.2 0.0 0.1
C 4.03767 -4.03804 10.31131 0.2 0.3 0.2
O 4.12485 -3.03817 9.30969 -0.2 -0.3 -0.3
C 3.20483 -3.19717 8.23464 0.0 0.3 -0.2
C 1.78931 -2.65789 8.52335 0.2 -0.1 0.4
C 0.96136 -3.57076 9.42368 -0.2 -0.1 -0.1
N 1.83230 -1.31546 9.11670 0.3 0.0 -0.1
H 3.78111 -5.01655 9.89627 -0.1 0.0 0.0
H 3.31277 -3.74458 11.07336 -0.1 -0.2 0.0
H 5.01277 -4.11322 10.79776 0.0 0.0 -0.1
H 3.62207 -2.61735 7.40549 0.0 0.0 0.1
H 3.17729 -4.24146 7.89956 -0.1 -0.1 0.1
H 1.26435 -2.59006 7.56363 0.1 0.0 0.0
H 1.26152 -3.51237 10.47124 0.1 0.0 -0.1
H -0.09473 -3.28851 9.38033 0.1 0.0 0.0
H 1.03871 -4.61318 9.10263 0.0 0.0 0.0
H 2.30472 -0.68833 8.46762 -0.2 0.0 0.0
H 2.46665 -1.35744 9.91494 -0.2 0.0 0.0